C19H22N8O3SW as an isolated structure. Source: OMol25; level of theory: wB97M-V/def2-TZVPD.

Positions of all 54 atoms, in Å:
W 0.56 0.48 0.77
C -1.26 -2.85 3.69
C -1.70 -1.40 3.50
C -1.49 -0.58 4.78
O -3.03 -1.30 3.03
C -0.87 -0.76 2.43
O 0.40 -0.80 2.43
O -1.36 -0.09 1.44
H -1.82 -3.28 4.52
H -0.20 -2.91 3.92
H -1.47 -3.43 2.79
H -2.09 -1.02 5.58
H -1.80 0.46 4.64
H -0.44 -0.61 5.09
H -3.63 -1.65 3.70
N -0.88 -2.60 -0.04
C 0.36 -2.46 -0.52
N 0.96 -3.53 -1.00
C 2.16 -3.35 -1.54
N 2.84 -4.40 -1.95
N 2.74 -2.12 -1.74
C 2.11 -1.13 -1.20
N 0.94 -1.21 -0.50
C 2.64 0.24 -1.39
C 3.70 0.52 -2.21
C 4.09 1.84 -2.37
C 3.39 2.84 -1.71
C 2.33 2.48 -0.89
N 1.97 1.21 -0.73
H -1.30 -3.51 -0.13
H -1.47 -1.81 0.17
H 2.46 -5.32 -1.84
H 3.75 -4.28 -2.38
H 4.21 -0.30 -2.71
H 4.92 2.09 -3.01
H 3.65 3.88 -1.82
H 1.77 3.22 -0.34
C -3.67 3.21 -3.29
C -2.68 2.59 -2.37
C -2.70 2.81 -0.99
C -1.77 2.21 -0.17
N -0.80 1.41 -0.65
C -0.77 1.18 -1.98
C -1.67 1.74 -2.85
H -4.35 3.87 -2.76
H -4.25 2.44 -3.79
H -3.16 3.78 -4.07
H -3.45 3.45 -0.55
H -1.80 2.36 0.90
H 0.00 0.52 -2.34
H -1.60 1.51 -3.90
S 0.82 2.45 2.40
C 2.07 1.40 2.20
N 2.67 0.48 1.76

E_HOMO (spin up / spin down) ... -0.5423 / -0.5795 Ha
Max |F| ... 0.1 eV/A
HOMO-LUMO gap (spin up / spin down) ... 8.02 / 8.46 eV
E ... -50774.3854 eV
Spin multiplicity ... 3
Net charge ... +2

---

C19H22NO6PPtS3Se as an isolated structure in a non-equilibrium geometry. Source: OMol25; level of theory: wB97M-V/def2-TZVPD.

Positions of all 54 atoms, in Å:
Pt -0.17 -0.03 -0.22
S -1.35 -1.60 3.82
C -0.24 -0.31 4.15
C 0.23 0.13 5.39
C 1.12 1.19 5.40
C 1.52 1.81 4.21
C 1.05 1.38 2.98
C 0.17 0.30 2.97
N -0.44 -0.26 1.85
C -1.23 -1.25 2.14
C -1.84 -2.00 1.06
C -2.69 -3.09 1.23
C -3.07 -3.83 0.12
C -2.57 -3.49 -1.13
C -1.73 -2.40 -1.31
C -1.39 -1.62 -0.21
H -0.08 -0.34 6.31
H 1.50 1.55 6.34
H 2.22 2.64 4.25
H 1.37 1.82 2.05
H -3.02 -3.37 2.22
H -3.72 -4.68 0.24
H -2.84 -4.09 -1.99
H -1.36 -2.16 -2.29
O 3.98 -0.04 -0.79
Se 2.55 -0.11 -0.06
O 2.45 -0.63 1.45
O 1.58 1.29 -0.19
O 1.45 -1.06 -1.00
C -2.88 1.80 -4.75
C -3.66 2.45 -3.62
C -3.77 3.96 -3.76
O -3.12 2.09 -2.31
P -1.62 2.07 -1.84
S -1.59 1.79 0.15
S -0.58 0.47 -2.49
O -1.11 3.46 -2.33
C 0.22 4.12 -2.30
C 1.30 3.28 -2.94
C 0.54 4.55 -0.89
H -3.40 1.98 -5.69
H -2.81 0.72 -4.60
H -1.88 2.22 -4.83
H -4.66 2.03 -3.58
H -2.79 4.42 -3.89
H -4.24 4.39 -2.88
H -4.38 4.19 -4.63
H 0.01 4.99 -2.93
H 1.53 2.40 -2.34
H 2.20 3.90 -3.00
H 1.03 2.98 -3.95
H 0.75 3.68 -0.27
H -0.27 5.13 -0.46
H 1.44 5.17 -0.91

E_HOMO ... -0.3235 Ha
Max |F| ... 1.4 eV/A
HOMO-LUMO gap ... 8.00 eV
E ... -144223.1506 eV
Net charge ... 0

---

C19H23BrFeN3O7S as an isolated structure. Source: OMol25; level of theory: wB97M-V/def2-TZVPD.

Positions of all 55 atoms, in Å:
Fe -0.06 1.25 -0.16
O -2.84 -1.52 -0.22
C -2.42 -0.41 -0.45
O -1.55 0.21 0.31
C -2.93 0.40 -1.63
C -3.02 1.89 -1.30
C -3.83 2.63 -2.36
C -2.82 2.69 -3.53
C -1.63 1.94 -2.94
O -1.66 2.34 -1.56
C -1.93 0.44 -2.84
C -0.66 -0.35 -2.57
O -0.48 -1.46 -3.02
O 0.23 0.26 -1.83
H -3.88 -0.02 -1.92
H -3.27 2.12 -0.27
H -4.73 2.08 -2.62
H -4.11 3.63 -2.02
H -3.19 2.23 -4.45
H -2.54 3.72 -3.75
H -0.66 2.18 -3.36
H -2.38 0.03 -3.75
Br -0.36 -1.04 3.04
C -0.25 0.82 3.31
C -0.30 1.29 4.62
C -0.16 2.65 4.84
C 0.04 3.48 3.75
C 0.05 2.91 2.49
N -0.11 1.61 2.27
C 0.30 3.75 1.26
O 0.59 4.92 1.36
O 0.18 3.09 0.14
H -0.44 0.59 5.43
H -0.19 3.05 5.84
H 0.18 4.55 3.84
C 2.89 -3.61 -2.03
C 1.72 -3.19 -1.14
N 1.81 -1.78 -0.74
C 2.36 -1.20 0.30
S 2.21 0.52 0.51
N 3.07 -1.80 1.26
C 3.42 -3.20 1.48
C 2.39 -3.93 2.34
H 2.79 -4.66 -2.30
H 3.85 -3.46 -1.54
H 2.88 -3.02 -2.95
H 1.62 -3.82 -0.27
H 0.80 -3.26 -1.71
H 1.34 -1.12 -1.36
H 3.31 -1.17 2.00
H 4.38 -3.19 1.99
H 3.57 -3.70 0.53
H 2.29 -3.45 3.31
H 2.71 -4.96 2.50
H 1.41 -3.95 1.87

E_HOMO (spin up / spin down) ... -0.3314 / -0.3294 Ha
Max |F| ... 0.4 eV/A
HOMO-LUMO gap (spin up / spin down) ... 9.18 / 8.11 eV
E ... -154147.5085 eV
Spin multiplicity ... 6
Net charge ... 0

---

C19H23BrIrN6O6 as an isolated structure. Source: OMol25; level of theory: wB97M-V/def2-TZVPD.

Positions of all 56 atoms, in Å:
Ir -0.38 0.26 -0.32
O 0.16 1.93 0.49
N 1.10 2.60 -0.14
N 1.54 2.04 -1.16
O 1.06 0.88 -1.61
C 2.61 2.62 -1.93
C 3.48 3.50 -1.29
C 4.50 4.06 -2.05
C 4.64 3.74 -3.39
C 3.75 2.86 -4.00
C 2.72 2.29 -3.27
H 3.37 3.74 -0.25
H 5.19 4.74 -1.58
H 5.43 4.18 -3.97
H 3.84 2.64 -5.05
H 1.98 1.65 -3.73
N -0.94 -1.67 -0.98
C -0.42 -2.68 0.01
C -0.05 -4.02 -0.68
C 1.30 -4.67 -0.34
C 2.57 -3.93 -0.72
N 2.69 -3.67 -2.16
C 2.95 -2.51 -2.75
N 2.91 -1.36 -2.09
N 3.22 -2.49 -4.06
C 0.71 -2.06 0.83
O 1.23 -2.61 1.74
O 1.10 -0.85 0.36
H -1.96 -1.73 -1.01
H -0.62 -1.87 -1.92
H -1.24 -2.85 0.71
H -0.14 -3.89 -1.76
H -0.81 -4.75 -0.42
H 1.31 -5.65 -0.81
H 1.35 -4.85 0.73
H 3.43 -4.54 -0.43
H 2.68 -3.00 -0.18
H 2.75 -4.49 -2.75
H 2.52 -1.29 -1.16
H 2.97 -0.49 -2.59
H 3.41 -3.34 -4.56
H 3.55 -1.64 -4.50
Br -4.65 -0.74 2.12
C -5.08 0.58 0.85
C -6.39 1.03 0.83
C -6.78 1.98 -0.11
C -5.88 2.48 -1.04
C -4.58 2.04 -1.03
C -4.16 1.09 -0.08
C -2.77 0.72 -0.12
O -2.11 0.13 0.80
O -2.01 0.99 -1.17
H -7.10 0.64 1.54
H -7.81 2.33 -0.10
H -6.20 3.22 -1.76
H -3.87 2.42 -1.74

E_HOMO (spin up / spin down) ... -0.5168 / -0.5167 Ha
Max |F| ... 0.8 eV/A
HOMO-LUMO gap (spin up / spin down) ... 8.21 / 5.30 eV
E ... -114167.0946 eV
Spin multiplicity ... 2
Net charge ... +2

---

An isolated molecule of C19H23Cl2NO. Source: OMol25; level of theory: wB97M-V/def2-TZVPD.

Positions of all 46 atoms, in Å:
C 4.96 4.10 0.51
H 5.96 4.54 0.50
O 5.04 3.00 1.39
C 3.92 2.25 1.60
C 2.68 2.48 1.00
C 1.61 1.65 1.29
C 1.74 0.58 2.17
C 2.98 0.36 2.76
C 4.06 1.18 2.48
H 5.02 1.02 2.94
H 3.11 -0.46 3.45
C 0.59 -0.34 2.44
H -0.35 0.17 2.20
H 0.58 -0.62 3.50
C 0.68 -1.61 1.59
H 1.63 -2.11 1.78
H -0.12 -2.29 1.88
C 0.57 -1.32 0.09
N -0.70 -0.64 -0.14
H -1.48 -1.24 0.10
C -0.90 -0.01 -1.42
H -1.46 0.92 -1.25
C -1.69 -0.84 -2.47
C -3.15 -0.91 -2.11
C -3.96 0.19 -2.36
C -5.30 0.21 -2.02
C -5.85 -0.91 -1.41
C -5.08 -2.02 -1.15
C -3.74 -2.01 -1.50
Cl -2.82 -3.44 -1.16
H -5.51 -2.89 -0.68
Cl -7.53 -0.92 -0.98
H -5.91 1.07 -2.22
H -3.53 1.06 -2.83
H -1.27 -1.84 -2.53
H -1.59 -0.36 -3.44
H 0.07 0.25 -1.84
C 0.77 -2.61 -0.71
H 1.71 -3.08 -0.43
H 0.80 -2.40 -1.78
H -0.04 -3.31 -0.51
H 1.36 -0.61 -0.18
H 0.66 1.84 0.83
H 2.54 3.30 0.32
H 4.24 4.84 0.86
H 4.70 3.78 -0.51

E_HOMO ... -0.3007 Ha
Max |F| ... 0.4 eV/A
HOMO-LUMO gap ... 8.93 eV
SMILES string ... COc1ccc(CC[C@@H](C)NCCc2ccc(Cl)cc2Cl)cc1
E ... -48658.9864 eV
Net charge ... 0